No. 1
This record from OMol25 describes a cluster of 6 separate species, C33H78O18S in total. The level of theory is ωB97M-V with the def2-TZVPD basis set.

Summary:
E_HOMO: -9.2 eV
SMILES string: CCOS(C)(=O)=O.COCCOCCOC.COCCOCCOC.COCCOCCOC.COCCOCCOC.COCCOCCOC
DFT total energy: -83160.3228 eV
frontier orbital gap: 9.533 eV

Geometry (Å):
1 C 1.164 4.507 3.871
2 C 2.528 4.353 3.083
3 O 3.539 4.079 4.061
4 S 5.043 4.744 4.131
5 C 5.661 3.822 2.576
6 O 5.010 6.130 3.813
7 O 5.695 4.226 5.329
8 H 1.268 5.176 4.724
9 H 0.833 3.538 4.246
10 H 0.350 4.856 3.235
11 H 2.450 3.489 2.422
12 H 2.791 5.165 2.404
13 H 5.186 4.195 1.669
14 H 5.403 2.765 2.651
15 H 6.739 3.955 2.670
16 C 4.984 2.891 -6.919
17 O 5.637 3.239 -5.675
18 C 6.956 2.646 -5.605
19 C 7.575 2.445 -4.249
20 O 6.714 1.709 -3.335
21 C 6.293 0.329 -3.580
22 C 7.560 -0.588 -3.499
23 O 8.194 -0.585 -2.270
24 C 8.987 -1.772 -1.983
25 H 5.711 2.975 -7.727
26 H 4.079 3.478 -7.075
27 H 4.783 1.829 -6.779
28 H 7.565 3.071 -6.404
29 H 6.814 1.643 -6.006
30 H 7.858 3.376 -3.757
31 H 8.450 1.817 -4.419
32 H 5.817 0.164 -4.546
33 H 5.753 -0.098 -2.735
34 H 8.318 -0.289 -4.224
35 H 7.172 -1.581 -3.726
36 H 9.486 -1.847 -1.017
37 H 9.728 -1.780 -2.783
38 H 8.419 -2.689 -2.139
39 C -5.208 -1.542 -5.430
40 O -4.658 -2.447 -4.457
41 C -5.211 -3.804 -4.522
42 C -6.339 -3.891 -3.528
43 O -7.423 -3.266 -4.052
44 C -8.720 -4.008 -4.134
45 C -8.653 -5.268 -4.994
46 O -7.992 -4.893 -6.165
47 C -8.847 -4.404 -7.251
48 H -4.392 -0.820 -5.442
49 H -6.044 -0.938 -5.078
50 H -5.536 -1.869 -6.417
51 H -4.379 -4.459 -4.265
52 H -5.422 -4.089 -5.553
53 H -6.272 -3.480 -2.521
54 H -6.619 -4.912 -3.269
55 H -9.544 -3.430 -4.552
56 H -9.056 -4.468 -3.205
57 H -9.652 -5.698 -5.072
58 H -8.035 -6.056 -4.565
59 H -9.794 -4.931 -7.140
60 H -8.343 -4.774 -8.144
61 H -9.218 -3.392 -7.418
62 C -6.351 8.481 -0.167
63 O -6.985 7.433 -0.923
64 C -8.347 7.379 -0.759
65 C -8.879 6.999 0.666
66 O -8.496 5.709 1.059
67 C -7.085 5.553 1.352
68 C -6.946 4.919 2.766
69 O -7.335 5.899 3.775
70 C -8.666 6.078 4.080
71 H -6.763 8.417 0.840
72 H -6.566 9.404 -0.706
73 H -5.301 8.265 0.033
74 H -8.831 6.709 -1.470
75 H -8.806 8.301 -1.115
76 H -9.949 6.893 0.487
77 H -8.776 7.694 1.499
78 H -6.497 6.467 1.437
79 H -6.597 4.946 0.589
80 H -5.950 4.611 3.082
81 H -7.464 3.963 2.840
82 H -9.173 5.125 3.931
83 H -9.125 6.752 3.357
84 H -8.691 6.406 5.120
85 C 5.627 -2.770 7.358
86 O 5.511 -4.137 7.610
87 C 5.004 -4.846 6.480
88 C 6.124 -5.121 5.473
89 O 6.688 -6.412 5.866
90 C 6.513 -7.469 5.010
91 C 5.152 -8.280 5.157
92 O 4.795 -9.173 4.061
93 C 5.731 -10.272 3.857
94 H 6.236 -2.562 6.477
95 H 6.296 -2.193 7.996
96 H 4.721 -2.224 7.097
97 H 4.257 -4.276 5.929
98 H 4.453 -5.709 6.855
99 H 7.008 -4.491 5.566
100 H 5.616 -5.000 4.516
101 H 7.324 -8.180 5.165
102 H 6.679 -7.214 3.963
103 H 4.331 -7.566 5.224
104 H 5.093 -8.825 6.099
105 H 6.046 -10.820 4.745
106 H 6.593 -9.878 3.318
107 H 5.285 -11.032 3.216
108 C 1.799 -1.328 1.057
109 O 1.131 -2.280 1.914
110 C -0.322 -2.131 1.784
111 C -0.876 -0.856 2.234
112 O -0.577 0.186 1.293
113 C -1.423 0.295 0.133
114 C -1.373 1.712 -0.470
115 O -0.248 2.293 -1.026
116 C 0.385 1.543 -2.037
117 H 1.976 -0.379 1.563
118 H 1.496 -1.233 0.014
119 H 2.803 -1.721 0.895
120 H -0.802 -2.979 2.273
121 H -0.705 -2.206 0.766
122 H -0.463 -0.603 3.210
123 H -1.953 -0.887 2.400
124 H -2.465 0.113 0.397
125 H -0.946 -0.423 -0.534
126 H -1.614 2.422 0.322
127 H -2.177 1.753 -1.205
128 H 1.182 2.126 -2.498
129 H -0.245 1.483 -2.924
130 H 0.758 0.603 -1.630

These are the Mulliken partial charges, in e, on atoms 1 to 99: -1.15, -0.22, -0.29, 1.11, -0.94, -0.57, -0.57, 0.32, 0.28, 0.37, 0.27, 0.38, 0.33, 0.32, 0.36, -0.66, -0.35, -0.55, -0.40, -0.37, -0.45, -0.55, -0.27, -0.76, 0.30, 0.22, 0.29, 0.44, 0.33, 0.35, 0.23, 0.23, 0.33, 0.34, 0.42, 0.25, 0.32, 0.31, -0.71, -0.34, -0.50, -0.42, -0.36, -0.52, -0.70, -0.27, -0.81, 0.27, 0.27, 0.29, 0.34, 0.27, 0.37, 0.35, 0.36, 0.38, 0.43, 0.36, 0.35, 0.28, 0.29, -0.75, -0.35, -0.60, -0.45, -0.34, -0.09, -0.65, -0.39, -0.46, 0.31, 0.32, 0.26, 0.35, 0.40, 0.30, 0.34, 0.10, 0.38, 0.34, 0.35, 0.29, 0.11, 0.23, -0.86, -0.38, -0.40, -0.35, -0.36, -0.60, -0.23, -0.40, -0.71, 0.27, 0.36, 0.34, 0.32, 0.26, 0.29


No. 2
This record from OMol25 describes a cluster of 8 separate species, C33H83BN4O10PS2 in total. The level of theory is ωB97M-V with the def2-TZVPD basis set.

Summary:
total charge: +1
E_HOMO: -10.9 eV
DFT total energy: -93629.2863 eV
frontier orbital gap: 6.940 eV

Geometry (Å):
1 C 0.971 3.565 0.307
2 B 0.715 2.057 0.499
3 O 0.878 1.170 -0.485
4 N 0.195 1.483 1.839
5 N -0.814 0.565 1.788
6 C -1.034 0.221 3.026
7 C -2.069 -0.793 3.383
8 N -1.980 -1.875 2.390
9 N -0.184 0.904 3.862
10 C -0.158 0.785 5.301
11 S 1.198 -0.223 5.917
12 O 2.396 0.430 5.494
13 O 0.936 -0.448 7.297
14 C 0.592 1.681 3.075
15 P 2.000 2.780 3.514
16 S 3.607 2.165 2.654
17 H 2.034 3.791 0.305
18 H 0.625 3.809 -0.697
19 H 0.435 4.225 0.983
20 H 1.132 0.291 -0.169
21 H -3.034 -0.304 3.262
22 H -1.952 -1.165 4.398
23 H -2.420 -2.716 2.737
24 H -1.001 -2.058 2.217
25 H -1.080 0.335 5.648
26 H -0.062 1.740 5.808
27 H 1.063 -1.393 5.243
28 H 2.006 2.751 4.911
29 H 1.561 4.055 3.132
30 C 1.595 -0.729 10.348
31 C 1.370 0.436 11.297
32 O 0.163 0.360 12.030
33 C 0.017 -0.768 12.876
34 C 1.086 -0.884 13.949
35 H 0.764 -0.817 9.655
36 H 2.513 -0.577 9.779
37 H 1.688 -1.677 10.880
38 H 1.295 1.362 10.723
39 H 2.225 0.556 11.971
40 H -0.033 -1.688 12.283
41 H -0.958 -0.645 13.346
42 H 2.082 -1.018 13.526
43 H 0.879 -1.742 14.589
44 H 1.104 0.014 14.567
45 C -6.516 -1.671 -1.909
46 C -6.682 -1.252 -0.461
47 O -5.657 -1.762 0.378
48 C -4.331 -1.433 -0.002
49 C -4.041 0.058 -0.038
50 H -6.482 -2.758 -1.988
51 H -7.338 -1.301 -2.520
52 H -5.585 -1.282 -2.324
53 H -7.614 -1.642 -0.053
54 H -6.742 -0.159 -0.387
55 H -4.087 -1.895 -0.965
56 H -3.688 -1.902 0.737
57 H -4.650 0.580 -0.775
58 H -2.993 0.224 -0.292
59 H -4.242 0.511 0.937
60 C -1.027 -0.755 -4.408
61 C -1.591 -2.037 -3.818
62 O -3.004 -2.084 -3.787
63 C -3.660 -1.991 -5.045
64 C -3.297 -3.095 -6.020
65 H -1.396 0.111 -3.858
66 H 0.061 -0.764 -4.353
67 H -1.307 -0.630 -5.455
68 H -1.279 -2.122 -2.775
69 H -1.186 -2.912 -4.341
70 H -3.481 -1.007 -5.493
71 H -4.725 -2.041 -4.818
72 H -2.238 -3.077 -6.284
73 H -3.866 -2.981 -6.942
74 H -3.515 -4.073 -5.588
75 C 1.940 -4.028 -0.429
76 C 1.199 -3.000 -1.268
77 O 1.986 -1.881 -1.638
78 C 3.143 -2.167 -2.416
79 C 2.844 -2.845 -3.740
80 H 2.340 -3.569 0.477
81 H 1.263 -4.835 -0.144
82 H 2.774 -4.473 -0.970
83 H 0.367 -2.588 -0.691
84 H 0.760 -3.470 -2.153
85 H 3.858 -2.755 -1.831
86 H 3.615 -1.202 -2.605
87 H 2.377 -3.822 -3.607
88 H 3.768 -2.993 -4.297
89 H 2.169 -2.234 -4.341
90 C 0.099 9.913 1.197
91 C 0.769 8.703 0.571
92 O 0.204 7.460 0.963
93 C -1.163 7.271 0.649
94 C -1.477 7.339 -0.836
95 H 0.128 9.846 2.285
96 H 0.613 10.822 0.890
97 H -0.945 10.006 0.896
98 H 1.809 8.655 0.892
99 H 0.780 8.790 -0.520
100 H -1.792 7.973 1.206
101 H -1.406 6.274 1.023
102 H -1.263 8.322 -1.255
103 H -2.534 7.130 -1.005
104 H -0.885 6.607 -1.387
105 C -4.085 -1.951 -11.679
106 C -4.296 -1.569 -10.225
107 O -3.299 -2.061 -9.346
108 C -1.974 -1.634 -9.599
109 C -1.782 -0.128 -9.528
110 H -4.033 -3.035 -11.785
111 H -4.912 -1.581 -12.285
112 H -3.164 -1.532 -12.085
113 H -5.230 -2.002 -9.867
114 H -4.394 -0.482 -10.124
115 H -1.623 -2.021 -10.561
116 H -1.369 -2.114 -8.829
117 H -2.362 0.396 -10.288
118 H -0.732 0.121 -9.682
119 H -2.091 0.251 -8.552
120 C 8.771 -1.748 -1.743
121 C 7.259 -1.893 -1.769
122 O 6.786 -3.123 -1.249
123 C 7.111 -3.394 0.102
124 C 6.571 -2.370 1.087
125 H 9.241 -2.561 -2.297
126 H 9.062 -0.801 -2.198
127 H 9.167 -1.762 -0.727
128 H 6.912 -1.860 -2.802
129 H 6.782 -1.052 -1.252
130 H 8.193 -3.508 0.221
131 H 6.669 -4.368 0.311
132 H 6.993 -1.378 0.923
133 H 6.815 -2.670 2.106
134 H 5.485 -2.291 0.997

These are the Mulliken partial charges, in e, on atoms 1 to 99: -0.84, 0.23, -0.19, 0.37, -0.22, 0.14, -0.50, -0.49, 0.25, -1.23, 0.98, -0.55, -0.49, -0.15, 0.25, -0.29, 0.41, 0.29, 0.26, 0.20, 0.22, 0.55, 0.26, 0.16, 0.52, 0.47, 0.16, 0.13, 0.07, -0.93, -0.41, -0.43, -0.30, -1.04, 0.29, 0.38, 0.30, 0.31, 0.29, 0.29, 0.33, 0.27, 0.39, 0.29, -0.75, -0.43, -0.47, 0.05, -0.85, 0.29, 0.46, 0.04, 0.38, 0.26, 0.23, 0.02, 0.42, 0.11, 0.24, -0.82, 0.01, -0.33, -0.35, -0.89, 0.30, 0.27, 0.13, -0.01, 0.27, 0.27, 0.36, 0.13, 0.33, 0.30, -1.38, 0.02, -0.19, -0.16, -1.09, 0.29, 0.43, 0.33, 0.29, 0.09, 0.14, 0.32, 0.30, 0.41, 0.18, -1.02, -0.36, -0.39, -0.32, -1.05, 0.29, 0.39, 0.27, 0.31, 0.32